[1]
This record from the Open Molecules 2025 dataset describes a structure of composition C40H43FN8NaO8PS. The level of theory is wB97M-V/def2-TZVPD.

XYZ file:
```
103
Properties=species:S:1:pos:R:3
F 5.91 2.52 -2.17
C 6.75 4.68 -5.28
O 1.36 0.68 3.79
C 4.53 -0.29 1.52
H 5.92 -1.92 1.50
P -0.86 3.06 -1.93
C -0.72 1.39 2.92
H 0.95 2.06 -7.66
H -1.26 5.25 -0.94
H 1.05 4.19 -0.50
H -1.90 1.12 -4.16
H -3.13 1.74 5.26
C 3.75 1.64 -2.45
H -1.80 3.92 0.11
C 1.96 1.65 -7.74
H -0.03 -5.21 1.88
O 0.42 3.36 -2.68
C 2.74 1.16 -3.26
C -3.61 -8.08 4.94
N 1.41 1.73 1.76
C -2.66 1.64 4.29
C -2.95 -6.92 1.85
H -2.31 4.65 -3.08
O -0.90 -1.06 -2.30
H -0.10 0.10 -5.59
C -1.29 1.50 4.18
C 4.19 1.44 -5.17
C -1.00 4.26 -0.55
H -0.93 -7.47 2.31
H 1.35 -0.33 -7.18
C 2.09 0.40 -6.88
N 2.22 -0.88 1.45
H 7.43 3.78 -2.82
C -2.76 1.48 1.92
C -0.90 -0.16 -3.10
H -3.32 1.44 0.98
H 6.04 4.90 -4.50
C -3.42 1.62 3.13
C 0.68 0.37 -4.89
C 7.70 2.17 -4.25
H 8.39 5.46 -4.23
C 2.73 1.46 1.42
H 0.44 5.11 0.70
H -4.86 -6.09 1.34
C -2.22 3.56 -3.07
N -1.44 1.39 1.80
C -1.59 -6.67 2.00
O -1.13 1.67 -1.41
H -4.18 -7.78 5.82
H 4.39 1.34 -6.23
H 8.49 1.87 -4.96
C 4.95 2.01 -3.00
H 2.15 1.40 -8.79
H 4.11 -3.64 1.36
O 3.45 2.32 0.94
H -2.78 -7.39 4.77
C 3.87 -2.58 1.40
C 2.55 -2.16 1.39
C -3.80 -5.89 1.46
C 6.44 3.34 -5.93
C 8.13 3.49 -3.59
H 8.79 4.33 -5.37
N -1.86 3.01 -4.39
C 4.88 -1.63 1.48
N 1.90 0.66 -5.46
H 3.58 1.75 -1.38
H 5.27 0.50 1.57
H 2.67 2.42 -7.43
H -2.41 3.41 -5.13
C 1.48 0.73 -2.62
C 2.94 1.09 -4.65
Na -0.46 0.02 -0.43
C -1.42 -3.03 1.14
H 7.18 3.14 -6.72
H 0.98 2.49 1.24
H 3.07 -0.07 -7.03
H -4.49 1.70 3.17
H -0.64 1.47 5.05
C 0.42 0.39 -3.57
S -3.59 -8.56 2.17
C -4.48 -8.09 3.72
H -3.16 3.13 -2.72
H 9.13 3.42 -3.18
O 1.42 0.62 -1.41
N 8.11 4.57 -4.64
H 7.64 1.40 -3.48
C -3.30 -4.62 1.23
C 5.21 1.91 -4.36
O -1.99 0.21 -3.77
C 0.77 1.19 2.86
H 6.78 5.49 -6.01
N 6.45 2.26 -4.97
H 5.46 3.40 -6.41
H -0.88 3.24 -4.56
C -1.09 -5.40 1.76
C 3.18 0.03 1.51
H -3.18 -9.07 5.08
C -1.93 -4.34 1.38
C -1.00 -1.88 0.92
N 0.29 4.26 0.17
H -3.96 -3.82 0.93
H 1.72 -2.85 1.31
O -5.64 -7.80 3.70
```

Summary:
- E: -97736.874 eV
- HOMO energy: -5.61 eV
- LUMO level: -1.82 eV
- Gap between HOMO and LUMO: 0.139 Eh
- Total charge: 0


[2]
This record from the Open Molecules 2025 dataset describes a structure of composition C29H45BN6OS3Ti. The level of theory is wB97M-V/def2-TZVPD.

XYZ file:
```
86
Properties=species:S:1:pos:R:3
H 0.29 -0.96 -5.46
H -3.40 -0.51 3.02
H -1.12 -1.89 -4.96
C -3.09 -1.37 2.42
C -3.79 -1.36 1.05
N 0.41 -0.28 -1.47
H 0.99 -2.00 2.46
C -3.59 2.17 -0.34
B 0.04 0.99 -0.72
C 3.17 -2.62 0.34
H 0.72 -2.35 4.17
C -0.04 -1.82 -4.87
H 3.97 -2.23 -0.28
H 3.32 -1.11 3.09
H -3.65 -3.50 0.82
H 1.18 3.97 -6.11
H -2.02 -1.34 2.28
H -3.84 -2.64 -0.71
Ti 0.27 2.59 -2.18
C 2.87 -0.75 4.01
N -1.48 1.05 -0.39
N -2.02 -0.07 0.05
H 0.40 -4.63 -0.27
S -0.74 0.88 -3.56
H 1.38 1.09 5.44
C 0.04 -0.43 -2.77
C -3.36 -2.61 0.27
H 1.52 -4.63 1.09
H 0.44 -3.26 0.84
H -4.10 4.21 -0.03
H -4.19 3.68 -1.70
H 2.43 5.13 -5.65
C -4.39 3.38 -0.67
H 1.45 5.24 -3.34
H 4.16 3.71 1.08
H 1.26 -3.54 -3.20
C -3.30 -0.12 0.36
H 0.41 -2.73 -5.26
O -0.02 3.84 -3.75
S 2.27 2.96 -1.00
C 3.31 3.83 1.75
C 1.40 -0.35 3.79
C 1.42 -2.34 -1.40
N 0.74 0.46 1.58
C 0.82 0.24 5.08
C 2.85 -4.43 -1.35
H 3.41 -5.07 -0.68
C -5.30 -1.36 1.26
C 2.45 2.63 1.71
H 3.54 -3.99 -2.06
H 0.73 5.63 -5.67
C 1.41 4.81 -5.45
C 2.14 -3.35 -0.53
H -0.22 0.53 4.94
C 0.34 -1.64 -3.44
C 2.20 1.85 2.81
H -2.28 -2.62 0.13
H -5.58 -2.27 1.79
C 1.03 -2.60 -2.73
H 2.76 4.71 1.40
H 3.67 4.02 2.75
H 3.60 -3.30 1.07
H 3.47 0.08 4.38
H 2.91 -1.55 4.74
H -5.61 -0.52 1.88
N 1.11 -1.20 -0.83
H 2.02 3.58 -3.79
C 0.62 -1.59 3.39
C 1.41 0.68 2.68
C 1.29 4.38 -4.01
H -0.44 -1.36 3.29
H 2.70 -1.79 0.86
C 1.05 -4.00 0.34
S -1.38 3.68 -0.89
C 1.82 2.23 0.50
H -5.20 0.92 0.26
H 0.85 -0.53 5.84
N 0.91 1.24 0.52
H -5.84 -1.35 0.32
C -4.13 0.99 0.11
H -5.45 3.19 -0.54
H -3.36 -2.27 2.96
H -0.66 4.38 -4.24
C -2.18 2.20 -0.52
H 2.62 2.12 3.77
H 2.14 -5.06 -1.88
```

Summary:
- E: -98078.334 eV
- HOMO energy: -13.75 eV
- LUMO level: -6.33 eV
- Relative energy (zero: lowest compared OMol25 entry of this formula, charge and spin): 40.31 kJ/mol
- Gap between HOMO and LUMO: 0.273 Eh
- Total charge: +2


[3]
This record from the Open Molecules 2025 dataset describes a structure of composition C42H33AsIrO3PS3. The level of theory is wB97M-V/def2-TZVPD.

XYZ file:
```
84
Properties=species:S:1:pos:R:3
C 3.73 4.38 -0.62
H 5.26 -2.08 2.24
C -0.05 5.72 -0.29
C 4.43 1.58 3.09
H -1.65 3.97 4.58
C -1.14 5.80 0.57
C -1.95 4.69 0.75
As 1.83 1.59 1.85
H -0.41 3.41 2.52
H 3.36 2.27 -0.54
C 3.21 3.23 -0.06
H 6.90 -0.69 3.43
C 1.30 1.49 4.72
H 0.59 6.57 -0.42
C -0.47 2.68 5.83
H -2.17 -3.27 5.55
H -3.08 -1.06 -4.39
H 4.18 2.61 3.33
H 2.70 6.60 1.71
C 2.03 1.29 -3.01
C -1.81 1.44 -2.49
H 3.06 -1.14 1.62
C 0.24 4.54 -0.96
H -4.90 0.59 -4.63
H -2.32 2.66 0.21
C 0.59 1.79 5.87
C 0.91 2.08 -2.86
H -1.03 2.91 6.72
C -3.01 -0.10 -3.90
O 3.05 -1.11 -2.71
H -1.11 -0.52 -3.00
S -1.84 0.48 1.40
H -2.77 3.34 -2.17
C -2.90 -0.59 3.63
H -2.80 4.74 1.42
S 2.17 -0.21 -2.04
C -4.04 0.82 -4.03
H 0.86 1.32 6.81
H 1.50 4.24 -5.40
H -1.34 6.72 1.09
C -1.91 0.20 -3.12
C 2.51 3.28 1.14
C -0.12 2.98 3.47
S 0.31 -1.98 1.61
C -0.97 -1.77 2.76
C 2.85 5.65 1.22
C 0.71 3.14 -3.75
H 3.91 6.51 -0.44
C 2.33 4.50 1.79
H 1.81 4.54 2.73
H -3.60 0.23 3.54
H -0.19 3.74 -3.68
H -4.74 2.78 -3.51
C 2.98 1.56 -3.97
H -3.78 -1.40 5.40
C -0.59 3.43 -0.80
C 3.50 0.79 2.43
H 4.27 4.33 -1.55
C -1.68 3.52 0.07
H 1.09 4.49 -1.61
H 3.84 0.90 -4.04
C 1.66 3.42 -4.72
O 0.77 -0.67 -1.92
C 5.95 -0.27 3.15
C 3.53 5.60 0.01
H -0.41 -3.53 3.83
C 5.66 1.05 3.44
C -1.89 -0.70 2.68
O 2.63 0.22 -0.70
P -0.31 1.79 -1.54
C -2.84 2.37 -2.64
C 0.96 2.10 3.52
C -2.99 -1.50 4.66
H 2.13 0.79 4.75
H 6.39 1.67 3.94
C -1.10 -2.70 3.79
Ir 0.50 0.10 0.23
C -0.83 3.28 4.62
C 2.80 2.64 -4.82
C -3.95 2.06 -3.41
H 3.55 2.87 -5.56
C -2.09 -2.56 4.75
C 3.79 -0.53 2.13
C 5.02 -1.06 2.49
```

Summary:
- E: -155696.369 eV
- 2S+1: 6
- HOMO energy (alpha / beta): -9.85 / -11.16 eV
- LUMO level (alpha / beta): -2.00 / -6.00 eV
- Relative energy (zero: lowest compared OMol25 entry of this formula, charge and spin): 86.05 kJ/mol
- Gap between HOMO and LUMO (alpha / beta): 0.288 / 0.189 Eh
- Total charge: +1


[4]
This record from the Open Molecules 2025 dataset describes a structure of composition C32H55NP2PtSi. The level of theory is wB97M-V/def2-TZVPD.

XYZ file:
```
92
Properties=species:S:1:pos:R:3
H -3.88 -4.33 -0.87
H 0.47 1.85 -4.06
H -1.61 2.77 -2.97
C -3.07 -3.63 -1.12
H 1.47 1.52 3.82
H -0.55 -6.44 0.15
H 0.00 -5.26 -3.09
C 3.36 -2.60 -0.35
H -3.33 -3.18 -2.08
H 4.05 -1.93 -0.85
C -0.01 5.24 -1.58
C -1.56 -6.10 -0.15
C 1.77 3.35 -3.13
H 3.99 0.77 0.26
H -2.80 -2.61 1.84
H -1.71 4.03 -1.03
C 0.90 -1.39 3.27
H 3.37 3.39 1.42
H -1.63 3.35 2.60
H 1.93 6.19 -1.42
P -0.78 1.11 -1.61
C 1.07 0.80 -1.36
H -0.28 -0.96 -2.81
C 2.30 3.14 1.47
H -3.83 -0.78 0.71
H -2.15 -5.92 0.76
H 2.57 -0.33 0.45
C -1.06 -4.98 -2.99
H 3.22 2.62 -1.70
H -3.10 1.09 -2.35
C -3.69 -0.08 1.56
C 2.97 0.66 0.68
H 1.70 4.06 1.50
H 0.80 -5.02 1.36
H 1.87 4.43 -3.32
C 3.74 -3.37 0.75
C 2.05 -2.71 -0.86
H 0.53 -2.03 4.08
C 2.23 3.10 -1.64
H -2.02 -0.93 -2.31
C 0.41 2.84 -3.58
Pt -0.04 2.98 0.20
H 2.54 2.88 -3.78
C -1.62 1.22 2.40
H -0.75 -1.29 -1.15
C 2.85 -4.25 1.36
H 1.32 -2.05 2.49
H 1.74 -2.20 -1.76
H 0.13 2.70 3.87
H 3.18 4.45 -0.30
H 1.72 -0.78 3.67
H 1.58 0.90 -2.34
H 3.17 -4.88 2.20
H 1.25 -0.23 -1.03
C 1.54 -4.35 0.91
C 0.40 1.65 3.94
H -1.26 -4.12 -3.65
C 2.21 4.25 -0.74
C -2.30 2.50 2.64
H -3.09 -2.84 -0.36
C -2.25 0.05 1.92
H 2.97 0.79 1.76
H 0.02 3.53 -4.34
H -3.03 0.67 -0.63
Si -1.43 -4.55 -1.20
C -1.74 -2.48 2.11
H 1.18 5.81 0.16
H -4.29 -0.47 2.41
H -1.67 -5.83 -3.32
H -1.11 -2.99 1.36
P 1.94 1.91 -0.12
H 4.77 -3.29 1.13
H -2.94 2.36 -1.11
H -2.74 2.45 3.65
C -0.63 2.77 -2.48
C -0.39 0.85 3.01
H -4.11 0.90 1.28
H -2.04 -6.90 -0.73
C 1.10 -3.56 -0.22
H -3.14 2.63 1.96
C -0.70 3.86 -1.42
C -2.64 1.35 -1.38
H 0.19 1.33 4.96
N -0.16 -3.56 -0.62
H 0.01 5.46 -2.66
C -0.19 -0.54 2.77
C 1.36 5.43 -0.87
C -1.38 -1.05 2.17
C -1.00 -0.68 -2.03
H -1.57 -2.97 3.09
H -0.74 5.87 -1.04
H 2.09 2.60 2.39
```

Summary:
- E: -65243.955 eV
- 2S+1: 5
- HOMO energy (alpha / beta): -11.83 / -13.00 eV
- LUMO level (alpha / beta): -5.92 / -8.10 eV
- Relative energy (zero: lowest compared OMol25 entry of this formula, charge and spin): 0.00 kJ/mol
- Gap between HOMO and LUMO (alpha / beta): 0.217 / 0.180 Eh
- Total charge: +2


[5]
This record from the Open Molecules 2025 dataset describes a cluster of 2 separate species, C5H12NO3 in total. The level of theory is wB97M-V/def2-TZVPD.

XYZ file:
```
21
Properties=species:S:1:pos:R:3
C 1.88 0.20 1.46
H -1.41 2.06 -1.52
C 0.86 -0.62 0.64
O -1.38 2.90 -1.01
H 1.33 -1.60 0.50
H 1.63 0.13 2.52
H 1.84 1.27 1.21
C 0.65 0.03 -0.73
H -1.13 -1.46 0.84
H -1.77 2.60 -0.18
H 0.34 -1.57 -2.04
H -1.02 0.14 1.46
O -2.12 0.29 -1.37
H 1.64 0.25 -1.15
O -2.06 -1.92 -1.81
H 0.20 1.01 -0.59
H 2.90 -0.14 1.31
C -1.54 -0.80 -1.61
C -0.45 -0.79 1.39
N -0.11 -0.74 -1.68
H -0.28 -1.23 2.37
```

Summary:
- E: -13014.667 eV
- HOMO energy: -4.21 eV
- LUMO level: 3.67 eV
- Relative energy (zero: lowest compared OMol25 entry of this formula, charge and spin): 22.02 kJ/mol
- Gap between HOMO and LUMO: 0.289 Eh
- Total charge: -1


[6]
This record from the Open Molecules 2025 dataset describes an isolated molecule of C3H5NO2. The level of theory is wB97M-V/def2-TZVPD.

XYZ file:
```
11
Properties=species:S:1:pos:R:3
H 1.45 1.63 -0.68
O -1.31 1.29 -0.02
H -1.47 -2.05 0.01
C -0.05 -0.79 0.45
C 1.52 -0.61 -0.14
C -0.17 0.76 0.28
H 1.21 -1.06 -1.09
H 0.10 -1.28 1.46
H 2.48 -0.87 0.32
N 1.24 0.83 -0.07
O -1.22 -1.09 -0.36
```

Summary:
- E: -8773.870 eV
- SMILES: O=C1NC[C@@H]1O
- HOMO energy: -9.61 eV
- LUMO level: 0.62 eV
- Relative energy (zero: lowest compared OMol25 entry of this formula, charge and spin): 369.03 kJ/mol
- Gap between HOMO and LUMO: 0.376 Eh
- Total charge: 0


[7]
This record from the Open Molecules 2025 dataset describes an isolated molecule of C4H14Si4. The level of theory is wB97M-V/def2-TZVPD.

XYZ file:
```
22
Properties=species:S:1:pos:R:3
H 1.10 -1.12 1.91
H 1.90 -3.12 -0.29
C 1.48 -2.75 0.72
Si 1.59 -0.13 -0.48
Si -2.19 1.08 0.46
C 1.36 -1.47 0.89
H 0.72 2.75 -0.96
H -3.74 -0.79 -1.07
C -3.62 1.29 -0.68
H 3.66 1.95 0.88
C -4.34 0.14 -0.99
Si -0.02 1.43 -0.92
Si 3.70 0.55 0.35
H -0.93 1.63 -2.20
H -5.27 -0.01 -1.50
H -2.11 2.31 1.41
H -4.17 2.18 -0.86
H 4.80 0.56 -0.72
H 1.95 -1.06 -1.72
H -2.40 -0.28 0.86
H 4.08 -0.17 1.53
H 1.56 -3.53 1.57
```

Summary:
- E: -35880.577 eV
- SMILES: C=C[SiH2][SiH2][Si@@H]([SiH3])C=C
- HOMO energy: -8.75 eV
- LUMO level: 0.20 eV
- Relative energy (zero: lowest compared OMol25 entry of this formula, charge and spin): 67.17 kJ/mol
- Gap between HOMO and LUMO: 0.329 Eh
- Total charge: 0


[8]
This record from the Open Molecules 2025 dataset describes a structure of composition C4H13ClO5PSr. The level of theory is wB97M-V/def2-TZVPD.

XYZ file:
```
25
Properties=species:S:1:pos:R:3
H 7.59 -29.28 -15.32
C 3.46 -28.56 -13.09
Cl 10.40 -32.58 -13.71
O 5.36 -30.78 -14.41
O 13.29 -29.96 -11.47
O 4.86 -29.51 -16.62
H 4.24 -27.89 -12.73
H 2.51 -28.09 -12.88
P 4.97 -29.49 -14.97
Sr 6.94 -34.56 -13.66
C 7.35 -28.25 -15.07
C 12.42 -29.16 -10.71
H 7.53 -27.58 -15.91
C 4.43 -28.45 -17.40
H 11.60 -28.68 -11.25
H 12.85 -28.25 -10.28
H 3.57 -29.42 -12.42
O 6.02 -28.21 -14.67
H 4.01 -28.87 -18.32
H 12.76 -30.66 -11.87
H 12.02 -29.76 -9.89
O 3.58 -28.84 -14.50
H 5.30 -27.85 -17.67
H 8.01 -27.98 -14.24
H 3.64 -27.99 -16.80
```

Summary:
- E: -37236.499 eV
- HOMO energy: -11.41 eV
- LUMO level: -6.83 eV
- Relative energy (zero: lowest compared OMol25 entry of this formula, charge and spin): 467.28 kJ/mol
- Gap between HOMO and LUMO: 0.168 Eh
- Total charge: +1


[9]
This record from the Open Molecules 2025 dataset describes a structure of composition C23H20CdN3O3Se. The level of theory is wB97M-V/def2-TZVPD.

XYZ file:
```
51
Properties=species:S:1:pos:R:3
C -0.47 -1.27 4.04
H -2.73 2.14 -1.64
C 4.41 2.31 2.83
H -2.31 -1.43 5.13
C -2.61 2.63 -3.74
H -2.29 2.89 -5.84
Se 2.03 -1.11 2.60
C 2.19 2.98 2.25
C 0.51 -1.97 3.35
C -1.77 -3.40 -2.54
C 0.35 -3.36 3.25
H -2.29 -1.43 -3.18
H 1.08 -3.96 2.72
C -2.26 1.92 -2.59
H -0.90 -5.02 3.78
C -0.75 -3.95 3.84
H 3.69 3.65 1.00
H 1.75 3.53 -0.58
H 4.93 3.25 2.62
C -0.68 0.65 -3.87
O 3.05 2.53 3.17
N -1.69 -3.28 4.51
H 0.09 -0.11 -3.92
C -1.60 0.53 -0.18
C -0.89 0.16 -1.41
O 1.07 1.61 -1.60
H -3.36 3.40 -3.67
C -0.89 -1.36 -1.55
C -0.21 -3.54 -0.73
N 2.71 3.51 1.13
C -1.31 0.90 -2.65
C -1.92 0.83 0.98
H 4.49 1.63 1.98
C -1.70 -2.01 -2.49
C -1.02 -4.17 -1.66
C 0.59 0.74 -0.92
H -0.54 1.13 -5.95
H 1.00 4.30 0.63
O 0.99 2.92 2.46
H 0.38 -4.12 -0.04
N 1.90 4.18 0.19
Cd 0.28 0.74 1.36
H -2.41 -3.88 -3.27
C -1.54 -1.96 4.59
C -0.15 -2.15 -0.68
H -1.09 -5.25 -1.69
H 0.49 -1.69 0.06
H -0.40 -0.19 4.16
C -1.03 1.35 -5.01
C -2.01 2.34 -4.95
H 4.86 1.86 3.71
```

Summary:
- E: -104697.265 eV
- HOMO energy: -4.26 eV
- LUMO level: 2.47 eV
- Relative energy (zero: lowest compared OMol25 entry of this formula, charge and spin): 144.21 kJ/mol
- Gap between HOMO and LUMO: 0.247 Eh
- Total charge: -1